Record 1
The following is a quantum chemistry calculation of a molecular structure, C23H20ClF3N2O7SSm, from the OMol25 dataset.

Atoms and positions in Å:
Sm -0.634 -0.386 -0.427
C 0.551 -0.234 4.527
O 1.579 -0.187 3.528
C 1.207 -0.159 2.264
O 0.040 -0.114 1.879
N 2.286 -0.184 1.440
N 2.179 -0.181 0.033
H 1.071 -0.264 5.481
H -0.055 -1.131 4.401
H -0.079 0.653 4.465
H 3.204 -0.242 1.871
H 2.646 -1.010 -0.351
H 2.633 0.655 -0.346
O -2.420 -1.133 -2.303
Cl -2.287 0.265 -2.186
O -3.082 1.008 -3.039
O -0.888 0.566 -2.398
O -2.571 0.580 -0.800
O -0.173 1.848 -0.162
S -1.203 2.924 -0.455
C -1.007 4.053 0.944
C -2.102 4.734 1.447
C -1.921 5.601 2.514
C -0.661 5.771 3.064
C 0.426 5.074 2.556
C 0.253 4.210 1.491
C -0.374 4.039 -1.618
C -0.947 5.265 -1.919
C -0.291 6.118 -2.791
C 0.919 5.741 -3.354
C 1.463 4.499 -3.071
C 0.812 3.638 -2.203
H -3.078 4.587 1.008
H -2.765 6.142 2.913
H -0.522 6.450 3.890
H 1.408 5.212 2.982
H 1.078 3.651 1.073
H -1.887 5.550 -1.471
H -0.723 7.078 -3.027
H 1.435 6.416 -4.020
H 2.394 4.201 -3.526
H 1.202 2.653 -1.976
F -0.360 -10.304 -0.057
C 0.189 -9.601 -1.055
F -0.422 -9.998 -2.185
F 1.465 -10.018 -1.158
C 0.100 -8.110 -0.855
C 0.633 -7.279 -1.836
C 0.558 -5.909 -1.685
C -0.049 -5.355 -0.554
C -0.571 -6.199 0.427
C -0.497 -7.572 0.278
C -0.131 -3.938 -0.442
C -0.163 -2.720 -0.400
H 1.105 -7.702 -2.711
H 0.964 -5.256 -2.443
H -1.038 -5.780 1.306
H -0.902 -8.220 1.042

Spin multiplicity   6
<S²>   8.761
Energy   -3340.07092 Ha
Net charge   +1
Gap between HOMO and LUMO (spin up / spin down)   7.0235 / 7.9624 eV

Now the Löwdin charges, all in e:
1 Sm 1.68
2 C 0.00
3 O 0.01
4 C -0.55
5 O -0.06
6 N 0.04
7 N 0.03
8 H 0.11
9 H 0.11
10 H 0.10
11 H 0.17
12 H 0.12
13 H 0.11
14 O -0.26
15 Cl 0.61
16 O -0.17
17 O -0.41
18 O -0.45
19 O -0.65
20 S 1.11
21 C -0.36
22 C -0.07
23 C -0.06
24 C -0.06
25 C -0.05
26 C -0.07
27 C -0.35
28 C -0.06
29 C -0.05
30 C -0.06
31 C -0.06
32 C -0.07
33 H 0.12
34 H 0.11
35 H 0.11
36 H 0.11
37 H 0.11
38 H 0.12
39 H 0.12
40 H 0.11
41 H 0.11
42 H 0.10
43 F 0.14
44 C -0.59
45 F 0.14
46 F 0.14
47 C -0.11
48 C 0.00
49 C -0.01
50 C -0.26
51 C -0.01
52 C 0.00
53 C -0.17
54 C -0.19
55 H 0.13
56 H 0.12
57 H 0.12
58 H 0.12

---

Record 2
The following is a quantum chemistry calculation of a molecular structure, C23H20ClF5GaOPTe, from the OMol25 dataset.

Atoms and positions in Å:
C 3.610 2.374 -1.405
C 2.212 2.381 -1.635
C 1.585 3.016 -0.521
H 1.722 2.061 -2.549
C 2.601 3.413 0.391
C 3.852 3.020 -0.160
H 4.824 3.254 0.258
H 4.386 2.004 -2.070
H 0.524 3.241 -0.425
H 2.469 3.946 1.331
Ga 2.632 0.412 0.699
Cl 1.395 0.513 2.489
P -0.913 -0.356 0.091
C -2.392 0.652 0.515
C -3.549 0.722 -0.276
H -3.613 0.161 -1.210
C -4.631 1.506 0.135
H -5.529 1.548 -0.482
C -4.566 2.232 1.330
H -5.414 2.845 1.647
C -3.408 2.174 2.115
H -3.353 2.736 3.049
C -2.321 1.401 1.704
H -1.408 1.367 2.304
C -1.331 -0.877 -1.618
C -0.981 0.017 -2.648
H -0.494 0.964 -2.398
C -1.266 -0.300 -3.976
H -1.003 0.402 -4.770
C -1.888 -1.515 -4.293
H -2.110 -1.762 -5.335
C -2.222 -2.410 -3.272
H -2.707 -3.357 -3.510
C -1.940 -2.099 -1.938
H -2.202 -2.807 -1.150
C -1.261 -1.896 1.031
C -2.482 -2.173 1.662
H -3.301 -1.453 1.622
C -2.655 -3.382 2.344
H -3.611 -3.594 2.827
C -1.614 -4.314 2.409
H -1.754 -5.258 2.944
C -0.390 -4.032 1.790
H 0.425 -4.757 1.835
C -0.207 -2.824 1.118
H 0.756 -2.589 0.655
F 6.394 1.343 -0.642
Te 6.205 0.476 1.045
F 6.084 -0.366 2.728
F 6.648 2.117 1.875
F 5.746 -1.139 0.151
F 8.058 0.020 0.954
O 4.388 0.941 1.234

Energy   -4457.32108 Ha
Relative energy (zero: lowest compared OMol25 entry of this formula, charge and spin)   61.4 kcal/mol
Gap between HOMO and LUMO (spin up / spin down)   5.9114 / 5.7148 eV

Now the Löwdin charges, all in e:
1 C -0.13
2 C -0.11
3 C -0.10
4 H 0.10
5 C -0.12
6 C -0.11
7 H 0.10
8 H 0.10
9 H 0.11
10 H 0.11
11 Ga 0.35
12 Cl 0.15
13 P 1.04
14 C -0.38
15 C -0.08
16 H 0.10
17 C -0.08
18 H 0.10
19 C -0.09
20 H 0.10
21 C -0.08
22 H 0.10
23 C -0.11
24 H 0.07
25 C -0.39
26 C -0.11
27 H 0.09
28 C -0.09
29 H 0.10
30 C -0.09
31 H 0.10
32 C -0.08
33 H 0.10
34 C -0.08
35 H 0.10
36 C -0.39
37 C -0.08
38 H 0.10
39 C -0.08
40 H 0.10
41 C -0.09
42 H 0.10
43 C -0.08
44 H 0.10
45 C -0.11
46 H 0.09
47 F -0.35
48 Te 1.90
49 F -0.35
50 F -0.35
51 F -0.37
52 F -0.35
53 O -0.62

---

Record 3
The following is a quantum chemistry calculation of a molecular structure, C23H20ClF5InOPTe, from the OMol25 dataset.

Atoms and positions in Å:
C -0.986 -1.514 3.130
C -0.856 -2.156 1.861
C 0.540 -2.374 1.637
H -1.664 -2.440 1.212
C 1.236 -1.857 2.760
C 0.295 -1.353 3.700
H 0.526 -0.863 4.628
H -1.909 -1.157 3.552
H 0.985 -2.848 0.781
H 2.307 -1.806 2.861
In 0.140 -0.222 1.699
Cl 2.061 1.149 1.849
P 0.151 0.092 -0.561
C 1.387 -0.950 -1.436
C 1.088 -1.655 -2.600
H 0.088 -1.632 -3.008
C 2.071 -2.392 -3.245
H 1.824 -2.939 -4.146
C 3.363 -2.426 -2.742
H 4.128 -3.000 -3.246
C 3.669 -1.712 -1.591
H 4.677 -1.724 -1.197
C 2.690 -0.981 -0.939
H 2.933 -0.419 -0.048
C -1.452 -0.376 -1.303
C -1.912 -1.690 -1.217
H -1.279 -2.460 -0.798
C -3.171 -2.026 -1.687
H -3.512 -3.051 -1.626
C -3.993 -1.049 -2.234
H -4.979 -1.309 -2.597
C -3.546 0.261 -2.311
H -4.182 1.028 -2.730
C -2.282 0.599 -1.849
H -1.942 1.622 -1.908
C 0.476 1.758 -1.256
C 0.986 1.878 -2.548
H 1.232 0.996 -3.122
C 1.189 3.130 -3.106
H 1.588 3.211 -4.109
C 0.892 4.273 -2.377
H 1.055 5.251 -2.811
C 0.389 4.157 -1.090
H 0.161 5.043 -0.513
C 0.182 2.906 -0.526
H -0.207 2.822 0.474
F -1.011 1.682 7.156
Te -0.909 1.443 5.163
F -2.879 1.765 4.983
F -0.513 3.388 4.918
F 1.069 1.168 5.417
F -1.416 -0.446 5.640
O -0.779 1.203 3.053

Energy   -2722.59646 Ha
Gap between HOMO and LUMO   5.7598 eV

Now the Löwdin charges, all in e:
1 C -0.17
2 C -0.18
3 C -0.19
4 H 0.10
5 C -0.17
6 C -0.18
7 H 0.07
8 H 0.11
9 H 0.12
10 H 0.12
11 In 0.29
12 Cl 0.16
13 P 1.03
14 C -0.34
15 C -0.09
16 H 0.11
17 C -0.07
18 H 0.11
19 C -0.07
20 H 0.11
21 C -0.06
22 H 0.11
23 C -0.09
24 H 0.05
25 C -0.34
26 C -0.12
27 H 0.10
28 C -0.06
29 H 0.11
30 C -0.07
31 H 0.11
32 C -0.06
33 H 0.11
34 C -0.06
35 H 0.10
36 C -0.35
37 C -0.07
38 H 0.10
39 C -0.07
40 H 0.11
41 C -0.07
42 H 0.11
43 C -0.06
44 H 0.11
45 C -0.10
46 H 0.10
47 F -0.39
48 Te 2.10
49 F -0.42
50 F -0.41
51 F -0.41
52 F -0.41
53 O -0.59

---

Record 4
The following is a quantum chemistry calculation of 2 unconnected molecules or ions with the total composition C23H20F2O3S, from the OMol25 dataset.

Atoms and positions in Å:
F 0.394 -0.375 -3.584
C 1.368 -0.694 -2.667
C 2.639 -0.145 -2.863
C 3.600 -0.382 -1.861
C 3.275 -1.107 -0.729
C 2.016 -1.754 -0.598
C 1.816 -2.529 0.588
C 0.538 -2.977 1.065
C 0.288 -2.855 2.453
C -0.988 -3.011 2.970
C -2.082 -3.295 2.143
C -1.809 -3.496 0.794
F -2.886 -3.644 -0.052
C -0.530 -3.421 0.245
C 1.032 -1.492 -1.586
H 2.865 0.482 -3.721
H 4.608 0.033 -1.963
H 3.966 -1.168 0.124
H 2.566 -2.304 1.351
H 1.115 -2.578 3.111
H -1.146 -2.849 4.030
H -3.107 -3.308 2.527
H -0.380 -3.678 -0.799
H 0.029 -1.889 -1.495
C 7.662 -2.993 -0.994
C 6.463 -2.362 -0.338
O 5.579 -3.499 -0.014
C 4.742 -3.349 1.042
C 3.526 -4.164 0.913
S 2.927 -4.822 2.344
C 4.017 -4.631 3.730
C 4.012 -3.401 4.401
C 4.678 -3.255 5.611
C 5.378 -4.346 6.140
C 5.401 -5.572 5.468
C 4.704 -5.725 4.268
O 2.644 -6.259 2.183
O 4.933 -2.531 1.946
H 8.168 -2.251 -1.602
H 8.353 -3.331 -0.223
H 7.403 -3.846 -1.623
H 6.724 -1.845 0.594
H 5.904 -1.689 -1.007
H 3.358 -4.718 -0.007
H 3.463 -2.560 3.982
H 4.638 -2.288 6.121
H 5.876 -4.246 7.102
H 5.955 -6.423 5.875
H 4.677 -6.678 3.735

Energy   -1711.93751 Ha
Relative energy (zero: lowest compared OMol25 entry of this formula, charge and spin)   4.7 kcal/mol
Gap between HOMO and LUMO   5.9048 eV

Now the Löwdin charges, all in e:
1 F 0.04
2 C -0.24
3 C 0.01
4 C -0.07
5 C -0.03
6 C -0.17
7 C -0.01
8 C -0.21
9 C -0.04
10 C -0.06
11 C 0.01
12 C -0.23
13 F 0.04
14 C 0.05
15 C 0.06
16 H 0.12
17 H 0.11
18 H 0.11
19 H 0.09
20 H 0.10
21 H 0.11
22 H 0.13
23 H 0.13
24 H 0.11
25 C -0.07
26 C -0.19
27 O -0.02
28 C -0.54
29 C -0.20
30 S 0.94
31 C -0.35
32 C -0.10
33 C -0.07
34 C -0.08
35 C -0.08
36 C -0.06
37 O -0.47
38 O 0.05
39 H 0.08
40 H 0.08
41 H 0.08
42 H 0.12
43 H 0.10
44 H 0.11
45 H 0.10
46 H 0.11
47 H 0.10
48 H 0.11
49 H 0.11